Entry i
20
Properties=species:S:1:pos:R:3:lowdin_charge:R:1 method="wB97M-V/def2-TZVPD" smiles=CC(C)O.CC gap_ev=11.0
C -0.608 0.506 1.307 -0.074
C 0.783 0.184 1.852 -0.462
C 1.035 -1.390 1.958 -0.055
O 1.857 0.832 1.088 -0.128
H -1.357 0.671 2.079 0.077
H -0.967 -0.353 0.826 0.038
H -0.648 1.334 0.574 0.084
H 0.955 0.668 2.921 0.154
H 1.977 -1.604 2.441 0.068
H 0.323 -1.627 2.852 0.109
H 0.604 -1.769 1.074 0.050
H 2.254 0.019 0.546 0.136
C -1.607 -0.533 -3.447 -0.202
C -1.208 0.520 -2.423 -0.231
H -0.635 -0.740 -4.057 0.089
H -1.837 -1.601 -3.012 0.078
H -2.591 -0.043 -3.849 0.095
H -2.019 1.044 -1.782 0.092
H -0.820 1.322 -3.082 0.067
H -0.460 0.304 -1.717 0.015

---

Entry ii
20
Properties=species:S:1:pos:R:3:lowdin_charge:R:1 method="wB97M-V/def2-TZVPD" smiles=CC(C)O.CC gap_ev=11.3
C 0.646 -0.813 -0.505 -0.057
C -0.417 -0.600 -1.578 -0.434
C -0.327 -1.652 -2.736 -0.036
O -1.703 -0.682 -0.926 -0.079
H 1.435 -0.067 -0.530 0.069
H 1.231 -1.712 -0.718 0.065
H 0.204 -0.976 0.470 0.075
H -0.424 0.382 -2.063 0.126
H -1.126 -2.349 -2.585 0.057
H -0.494 -1.160 -3.692 0.076
H 0.574 -2.254 -2.631 0.069
H -2.215 -1.440 -1.222 0.071
C 0.256 2.364 2.768 -0.159
C 1.359 1.267 2.813 -0.162
H -0.449 2.239 3.584 0.054
H 0.697 3.363 2.763 0.059
H -0.322 2.192 1.860 0.053
H 0.918 0.377 3.280 0.061
H 2.196 1.616 3.412 0.055
H 1.657 0.981 1.806 0.037

---

Entry iii
20
Properties=species:S:1:pos:R:3:lowdin_charge:R:1 method="wB97M-V/def2-TZVPD" smiles=CCCCC.O gap_ev=11.6
C 0.626 0.979 1.754 -0.093
C 0.107 1.218 0.316 -0.267
C -1.291 0.689 0.026 -0.240
C -1.337 -0.832 -0.072 -0.257
C -0.775 -1.324 -1.411 -0.109
H 1.503 0.332 1.833 0.056
H 1.061 1.893 2.180 0.069
H -0.244 0.603 2.277 0.062
H 0.239 2.262 0.062 0.099
H 0.797 0.758 -0.389 0.052
H -1.935 1.029 0.853 0.107
H -1.742 1.153 -0.853 0.109
H -0.787 -1.270 0.763 0.103
H -2.367 -1.187 0.004 0.101
H -0.476 -2.369 -1.430 0.066
H -1.524 -1.225 -2.207 0.074
H 0.062 -0.692 -1.715 0.049
O 2.838 -0.441 -0.369 -0.054
H 2.456 -0.171 -1.210 0.027
H 2.789 -1.404 -0.411 0.046

---

The energetic minimum among the shown structures is entry iii; the next structure lies 49.3 kJ/mol above.